No. 1
The following is a quantum chemistry calculation of a cluster of 2 separate species, C16H20F4O3S in total, from the OMol25 dataset.

Lowest unoccupied orbital energy, Eh: 0.018
SMILES: O=C1C[C@H](C[C@H](O)C(F)(F)F)[C@H](CCCS)O1.Fc1ccccc1
F_max, eV/A: 1.62
DFT total energy, Eh: -1645.063388
Highest occupied orbital energy, eV: -8.93

Structure (ORCA input):
```
! RIJCOSX wB97M-V def2-TZVPD def2/J DEFGRID3
* xyz 0 1
O -2.10757 -1.88479 4.12845
C -1.32768 -1.43005 3.33036
C -1.05705 -1.83360 1.89379
C -1.28771 -0.44280 1.27412
C -0.85482 -0.29642 -0.17768
C -1.77775 0.55378 -1.04400
O -1.26192 0.68159 -2.33584
C -2.05619 1.95266 -0.49281
F -2.66697 2.71267 -1.44160
F -0.91957 2.59226 -0.12891
F -2.87960 1.91453 0.58720
C -0.63898 0.47296 2.34507
C 0.69066 1.12333 2.06710
C 1.10158 2.12826 3.15187
C 0.59863 3.55007 2.92034
S -1.03810 3.95334 3.60826
O -0.55225 -0.30910 3.54231
H -1.85427 -2.50243 1.59961
H -0.05692 -2.21443 1.77273
H -2.36278 -0.31389 1.31145
H 0.17588 0.01953 -0.28526
H -0.90397 -1.28657 -0.61896
H -2.73871 0.05648 -1.08802
H -0.30690 0.66908 -2.28540
H -1.34510 1.27787 2.53322
H 1.46463 0.35866 2.03689
H 0.69037 1.61213 1.10505
H 0.83328 1.75345 4.12997
H 2.18379 2.17730 3.10712
H 0.57944 3.75123 1.85844
H 1.28332 4.23339 3.39857
H -1.50151 2.74946 3.95913
F 1.83798 -0.15841 -2.20035
C 1.83387 -1.24460 -3.01431
C 1.68731 -1.05823 -4.37218
C 1.68170 -2.17255 -5.19743
C 1.81572 -3.44374 -4.65677
C 1.95883 -3.60349 -3.28585
C 1.97152 -2.49564 -2.45151
H 1.57813 -0.05866 -4.77137
H 1.57217 -2.04638 -6.26537
H 1.80835 -4.30942 -5.30437
H 2.06053 -4.59305 -2.86257
H 2.08863 -2.59576 -1.38050
*
```



No. 2
The following is a quantum chemistry calculation of the molecule C16H20N2O4, from the OMol25 dataset.

Energy relative to the best compared isomer or geometry (same formula, charge and spin), kJ/mol: 193.5
Lowest unoccupied orbital energy, Eh: 0.018
SMILES: CCCCCC(=O)N(O)[C@@H]1CC(=O)N(c2ccccc2)C1=O
F_max, eV/A: 0.88
DFT total energy, Eh: -1032.170874
Highest occupied orbital energy, eV: -9.08

Structure (ORCA input):
```
! RIJCOSX wB97M-V def2-TZVPD def2/J DEFGRID3
* xyz 0 1
C -1.03447 4.12147 2.76746
C -0.16787 4.67112 1.64044
C 0.43775 3.57735 0.76087
C 1.44773 2.70551 1.50460
C 2.21492 1.77674 0.55325
C 1.26497 0.78452 -0.06145
O 0.78277 -0.16163 0.53087
N 0.89083 1.00016 -1.35098
C -0.01626 0.06588 -1.98655
C 0.41792 -1.36879 -1.64288
O 1.51847 -1.81738 -1.81939
N -0.69206 -2.04926 -1.20512
C -1.83475 -1.27052 -1.12017
O -2.91935 -1.66648 -0.79742
C -1.46127 0.14897 -1.50470
H -2.15293 0.53782 -2.25079
H -1.54354 0.76780 -0.60982
C -0.64131 -3.40489 -0.77996
C 0.35286 -3.80007 0.10333
C 0.40917 -5.12041 0.51114
C -0.52460 -6.03379 0.05025
C -1.52015 -5.62744 -0.82210
C -1.58160 -4.31173 -1.24625
H -2.35523 -3.98759 -1.92428
H -2.25139 -6.33729 -1.17860
H -0.47863 -7.06298 0.37394
H 1.18174 -5.43494 1.19652
H 1.06271 -3.07274 0.46339
H 0.06947 0.21727 -3.06635
O 1.45699 1.97741 -2.15435
H 2.22869 1.60033 -2.61230
H 2.95587 1.21327 1.12257
H 2.71369 2.36540 -0.21603
H 0.93921 2.09305 2.24989
H 2.16779 3.34485 2.01983
H 0.93439 4.04631 -0.09203
H -0.36578 2.95077 0.36763
H 0.63525 5.27917 2.06332
H -0.77803 5.32305 1.01095
H -0.44064 3.54631 3.47269
H -1.81494 3.47704 2.36861
H -1.50838 4.93634 3.30997
*
```



No. 3
The following is a quantum chemistry calculation of a structure of composition C16H20N2OPTi, from the OMol25 dataset.

Lowest unoccupied orbital energy (alpha / beta), Eh: -0.092 / -0.092
F_max, eV/A: 5.11
DFT total energy, Eh: -1996.900487
Highest occupied orbital energy (alpha / beta), eV: -9.87 / -9.87

Structure (ORCA input):
```
! RIJCOSX wB97M-V def2-TZVPD def2/J DEFGRID3
* xyz 1 1
C -0.98183 0.38243 -3.93286
C 0.12663 0.20148 -4.87347
C 0.84199 -1.09363 -4.83571
C 0.16519 -1.96550 -3.88162
C -1.00714 -1.32560 -3.17477
Ti 0.59807 -0.15765 -2.84367
P 1.38960 2.47808 -2.16527
H -1.75567 1.24252 -3.92282
H 0.48035 1.11843 -5.41867
H 1.66183 -1.45801 -5.46350
H -1.60240 -1.99180 -2.59612
H 0.45156 -2.98307 -3.61903
H 0.23280 2.98655 -1.55722
H 1.80303 3.68966 -2.73623
H 2.26551 2.45973 -1.05469
C -1.31364 0.30146 3.46727
N -1.36247 0.16201 2.02053
N -0.24823 0.01682 1.24720
C -0.62415 0.09297 -0.05006
O 0.22076 -0.11956 -0.99745
C -1.99445 0.40768 -0.05450
C -2.42325 0.43875 1.24745
C -3.74100 0.73365 1.86928
C 1.00022 -0.38572 1.82652
C 0.99811 -1.57077 2.56689
C 2.17809 -1.96323 3.16808
C 3.33555 -1.19188 2.94047
C 3.31343 -0.06825 2.09382
C 2.12761 0.32856 1.51553
H -0.30256 0.27320 3.87497
H -1.93725 -0.42989 3.99833
H -1.73202 1.26621 3.76576
H -2.58818 0.62032 -0.91016
H -4.10558 -0.07444 2.52189
H -3.80941 1.66842 2.46692
H -4.48526 0.85157 1.07630
H 0.08907 -2.18492 2.59096
H 2.20545 -2.87114 3.77736
H 4.29216 -1.50553 3.38694
H 4.21935 0.48790 1.86505
H 2.01813 1.13222 0.80031
*
```



No. 4
The following is a quantum chemistry calculation of a cluster of 2 separate species, C16H20N3O2 in total, from the OMol25 dataset.

Lowest unoccupied orbital energy, Eh: 0.107
F_max, eV/A: 3.06
DFT total energy, Eh: -936.482542
Highest occupied orbital energy, eV: -3.04

Structure (ORCA input):
```
! RIJCOSX wB97M-V def2-TZVPD def2/J DEFGRID3
* xyz -1 1
C -2.59075 -1.60217 4.21630
C -2.82661 -0.98025 2.85477
C -2.67022 -2.05421 1.79278
C -4.22283 -0.37472 2.78075
O -1.90856 0.15019 2.63567
C -0.60600 -0.14979 2.37529
N 0.00726 0.93936 1.76927
C 0.92365 0.74260 0.90197
C 1.90882 1.76835 0.53843
C 2.81770 1.58914 -0.52707
C 3.73681 2.59098 -0.83915
C 3.76907 3.77731 -0.08798
C 2.87745 3.95366 0.98132
C 1.94263 2.95660 1.28262
O -0.06635 -1.20679 2.67632
H -2.71229 -0.85411 5.00793
H -3.31241 -2.41190 4.38703
H -1.57787 -2.01637 4.25066
H -2.78941 -1.63122 0.78644
H -1.68206 -2.51694 1.88602
H -3.43113 -2.83123 1.93735
H -4.39141 0.07283 1.79325
H -4.99197 -1.14088 2.94325
H -4.34952 0.40650 3.53976
H 1.07968 -0.23517 0.41277
H 2.77016 0.65935 -1.09751
H 4.43427 2.44705 -1.66776
H 4.49257 4.55889 -0.33338
H 2.90240 4.86004 1.58854
H 1.21922 3.06826 2.09237
C -1.69724 3.67151 -3.95441
C -1.50845 2.61622 -2.93549
C -0.41209 2.45097 -2.00976
N -0.61646 1.31350 -1.30892
C -1.81883 0.81044 -1.74049
N -2.37062 1.58791 -2.73475
H -0.88002 4.39933 -3.89476
H -1.70675 3.24640 -4.96905
H -2.64881 4.20165 -3.80692
H 0.42831 3.12516 -1.90408
H -2.27882 -0.09133 -1.35862
*
```



No. 5
The following is a quantum chemistry calculation of the molecule C16H20N3O2P, from the OMol25 dataset.

Energy relative to the best compared isomer or geometry (same formula, charge and spin), kJ/mol: 0.0
Lowest unoccupied orbital energy, Eh: -0.041
SMILES: C#CCCCc1cc([PH2]=N)c(NCCC)c2c1C(=O)NC2=O
F_max, eV/A: 3.92
DFT total energy, Eh: -1277.540239
Highest occupied orbital energy, eV: -8.42

Structure (ORCA input):
```
! RIJCOSX wB97M-V def2-TZVPD def2/J DEFGRID3
* xyz 0 1
C 2.95568 -3.60904 2.02280
C 3.50432 -3.38707 0.94700
C 3.86825 -2.65645 -0.41142
C 4.22274 -1.10733 -0.16154
C 3.38965 -0.11297 -1.07474
C 1.97080 0.26107 -0.49950
C 1.24238 -0.53390 0.56465
C -0.14256 -0.15381 1.05414
P -0.94022 -1.23482 2.35411
N -1.75028 -0.35487 3.42018
C -0.81215 1.07329 0.43882
N -2.16168 1.48003 0.82451
C -3.06959 0.37291 0.36226
C -4.33885 0.86233 -0.44683
C -5.10465 -0.47630 -0.93995
C -0.11226 1.90661 -0.58793
C 1.26805 1.46430 -1.02498
C 1.66645 2.52573 -2.12080
O 2.50746 2.39026 -2.97955
N 0.75881 3.67508 -1.89656
C -0.53849 3.21162 -1.35038
O -1.61799 3.72870 -1.51006
H 2.38293 -3.74376 2.98037
H 4.75134 -3.18806 -0.86576
H 2.98484 -2.72820 -1.12621
H 4.14213 -0.80962 0.92869
H 5.31062 -0.98601 -0.45709
H 3.93468 0.87063 -1.26581
H 3.21914 -0.58276 -2.09377
H 1.69966 -1.45037 1.02985
H 0.04051 -2.02432 3.06500
H -1.92369 -2.07597 1.71358
H -1.65322 0.64304 3.19717
H -2.36887 2.36640 0.34577
H -3.36261 -0.21003 1.30089
H -2.49835 -0.36614 -0.29039
H -4.99345 1.51498 0.19894
H -4.05275 1.41244 -1.39065
H -6.13160 -0.53905 -0.46798
H -5.13100 -0.56088 -2.06532
H -4.50918 -1.37535 -0.56584
H 1.30064 4.19207 -1.18172
*
```